DFT (ωB97M-V/def2-TZVPD) results for a 4-piece molecular cluster, C24H49N6O5S overall in a non-equilibrium geometry.

Last column: Löwdin charge in e.
Atoms and positions in Å:
C  1.19744  -0.16746  4.48696  -0.08
O  0.42334  0.91861  3.94449  -0.19
C  -0.64085  0.38047  3.15803  -0.22
N  -1.65072  1.37434  2.77233  -0.02
C  -1.04995  2.51157  1.99212  -0.10
C  -1.40934  2.26668  0.44330  -0.15
C  -0.23479  1.54052  -0.35123  -0.15
C  -0.60550  0.05135  -0.75213  -0.15
N  -1.81221  -0.03739  -1.59469  -0.16
C  -2.09880  0.53817  -2.81658  -0.08
C  -3.47628  0.16760  -3.21446  -0.06
C  -3.90776  -0.71656  -2.10304  -0.10
C  -2.85646  -0.83420  -1.08169  -0.09
C  -2.43463  1.81022  3.85865  -0.27
N  -2.03636  1.68127  5.22714  0.18
N  -3.62768  2.34287  3.66837  0.11
C  -4.26232  2.54235  2.33996  -0.18
C  -5.84502  2.57644  2.42882  -0.42
S  -6.61221  1.37856  1.26208  0.95
C  -6.12076  -0.29169  1.74107  -0.59
N  -6.32923  -0.88919  2.96225  0.04
N  -5.80597  -2.12933  2.79712  0.00
C  -5.31241  -2.32157  1.56867  -0.11
O  -5.50230  -1.14637  0.86541  -0.03
H  1.89133  0.20949  5.28839  0.11
H  1.76319  -0.64320  3.63457  0.10
H  0.53273  -0.94005  4.96094  0.09
H  -0.16540  0.02209  2.19225  0.14
H  -1.09292  -0.55146  3.61907  0.15
H  -1.56215  3.46338  2.30386  0.13
H  0.06367  2.56491  2.04326  0.13
H  -2.27736  1.54218  0.41293  0.09
H  -1.76613  3.20125  -0.05868  0.12
H  -0.14377  2.09294  -1.33492  0.11
H  0.76505  1.61701  0.15328  0.11
H  -0.83393  -0.50401  0.19714  0.10
H  0.25855  -0.45749  -1.28493  0.12
H  -1.40309  1.17541  -3.40090  0.12
H  -4.02988  0.48361  -4.12177  0.09
H  -4.90383  -1.22061  -2.06257  0.09
H  -2.85143  -1.41643  -0.14003  0.10
H  -1.80189  0.70160  5.43879  0.12
H  -2.83705  1.87655  5.84322  0.12
H  -4.18178  2.63302  4.47993  0.17
H  -3.88025  3.53095  1.94736  0.14
H  -3.93618  1.71681  1.66159  0.10
H  -6.15704  2.31352  3.47231  0.08
H  -6.21682  3.59344  2.13681  0.09
H  -4.82819  -3.21609  1.12802  0.15
C  4.31736  -2.41498  -1.28802  -0.05
C  3.38191  -1.32729  -1.78995  -0.47
C  3.98206  0.05479  -1.58843  -0.06
O  2.13435  -1.41353  -1.09180  -0.11
H  4.50601  -2.30155  -0.21554  0.08
H  3.86949  -3.40153  -1.42845  0.07
H  5.27325  -2.38669  -1.81461  0.09
H  3.17042  -1.48459  -2.84971  0.15
H  4.15991  0.25184  -0.52600  0.08
H  3.29439  0.82748  -1.94316  0.07
H  4.92768  0.15699  -2.12459  0.08
H  2.31060  -1.27602  -0.15239  0.09
C  0.01768  -6.43821  -0.14677  -0.07
C  0.90353  -5.20392  -0.22109  -0.50
C  0.14708  -4.01116  -0.78672  -0.06
O  2.03637  -5.48055  -1.04217  -0.06
H  -0.33259  -6.72588  -1.14251  0.08
H  0.57656  -7.28813  0.25044  0.08
H  -0.85180  -6.26310  0.49118  0.08
H  1.27897  -4.96133  0.77632  0.14
H  -0.19949  -4.21535  -1.80445  0.09
H  0.79906  -3.13662  -0.84391  0.05
H  -0.71956  -3.76294  -0.16688  0.07
H  1.71635  -5.69670  -1.92678  0.09
C  6.46580  3.50954  -5.24118  -0.06
C  5.68812  2.86322  -4.10555  -0.50
C  5.11598  3.90967  -3.16134  -0.07
O  6.54713  1.98548  -3.37890  -0.07
H  7.31101  4.08690  -4.85464  0.08
H  6.87945  2.74740  -5.90466  0.08
H  5.82888  4.17500  -5.82792  0.08
H  4.87757  2.25553  -4.51485  0.14
H  5.91563  4.50043  -2.70465  0.08
H  4.56913  3.43127  -2.34504  0.07
H  4.43863  4.58715  -3.68603  0.08
H  7.26847  2.51129  -3.01205  0.09

Computed properties:
* HOMO: -10.183 eV
* total charge: +1

DFT (ωB97M-V/def2-TZVPD) results for an isolated ion of composition C24H50BBrIN3O2P and charge +1 in a non-equilibrium geometry.

Last column: Löwdin charge in e.
Atoms and positions in Å:
C  1.81246  1.05887  5.92966  -0.15
C  0.32301  1.04884  5.38827  -0.29
C  0.38077  0.83905  3.80507  -0.63
I  1.33228  -1.08813  3.46342  1.08
N  -1.03492  0.87829  3.34105  0.12
C  -1.36094  0.65680  2.10162  -0.34
N  -2.67950  0.62038  1.51683  -0.47
Br  -3.73828  2.13611  1.74906  0.85
C  -2.63727  0.01516  0.14084  -0.44
P  -4.16147  -1.01422  -0.30367  1.01
C  -3.80441  -2.45340  -1.45741  -0.38
C  -4.00123  -3.90590  -0.83963  -0.15
C  -5.19755  -1.49495  1.18239  -0.43
C  -6.76968  -1.32789  0.92204  -0.15
C  -1.16397  -0.63446  0.08269  -0.24
B  -1.12433  -2.08446  0.86798  -0.46
C  -2.14984  -2.51703  2.03355  -0.02
O  -0.16125  -3.10389  0.52205  0.06
C  -0.57943  -0.85808  -1.37085  -0.26
C  -1.37049  -0.04934  -2.50430  -0.06
C  0.93935  -0.48168  -1.57215  -0.20
C  1.94831  -1.03956  -0.50918  -0.10
N  -0.48766  0.36777  0.96812  -0.02
C  -0.34703  1.75959  0.40760  -0.13
C  1.14851  2.29617  0.45851  -0.14
C  1.27145  3.67187  -0.34742  -0.18
C  1.72007  3.45383  -1.85026  -0.20
C  3.28282  3.34512  -2.03533  -0.18
C  3.82180  1.86973  -2.20927  -0.20
C  4.76599  1.68190  -3.46939  -0.16
C  4.85971  0.13662  -3.81213  -0.24
O  5.73100  -0.52923  -2.89360  -0.21
C  5.36004  -1.90382  -2.70319  -0.11
H  2.49346  1.52241  5.17117  0.08
H  2.15318  0.03284  6.20735  0.05
H  1.85904  1.67321  6.86619  0.08
H  -0.31108  0.25715  5.86733  0.11
H  -0.09807  2.07160  5.59714  0.12
H  0.98892  1.68671  3.41423  0.09
H  -1.78569  1.07741  4.00163  0.17
H  -2.79823  0.93666  -0.49053  0.08
H  -4.55240  -2.38037  -2.29526  0.08
H  -2.79993  -2.44611  -1.94353  0.06
H  -4.98816  -3.99951  -0.31921  0.07
H  -3.13692  -4.26558  -0.23341  0.06
H  -4.06842  -4.60617  -1.72215  0.08
H  -4.87577  -1.00227  2.13975  0.07
H  -5.05508  -2.59884  1.37354  0.05
H  -6.97426  -1.03898  -0.13419  0.06
H  -7.27296  -2.30775  1.15131  0.07
H  -7.17623  -0.60251  1.67006  0.07
H  -2.98735  -3.16911  1.68878  0.05
H  -1.54998  -3.13758  2.76321  0.08
H  -2.58220  -1.67361  2.62433  0.05
H  -0.59225  -3.57562  -0.21101  0.10
H  -0.68227  -1.93427  -1.68560  0.13
H  -0.98227  -0.47637  -3.47444  0.10
H  -2.46738  -0.25126  -2.50204  0.06
H  -1.10458  1.03521  -2.52523  0.08
H  0.98903  0.62873  -1.71901  0.06
H  1.24215  -0.92272  -2.56585  0.13
H  2.22428  -2.10580  -0.73503  0.09
H  2.88983  -0.42528  -0.56890  0.07
H  1.58878  -1.02497  0.54456  -0.01
H  -0.93157  2.49757  1.03587  0.11
H  -0.73885  1.86912  -0.63173  0.12
H  1.37054  2.53886  1.52832  0.09
H  1.87974  1.60108  -0.01391  0.09
H  2.11373  4.23430  0.14509  0.11
H  0.35970  4.31107  -0.23757  0.11
H  1.14663  2.62167  -2.33444  0.09
H  1.40604  4.39117  -2.39441  0.11
H  3.54148  3.89313  -2.98619  0.11
H  3.84520  3.87229  -1.22363  0.11
H  3.01592  1.10127  -2.29629  0.07
H  4.47381  1.63239  -1.32109  0.12
H  4.37670  2.18232  -4.39169  0.11
H  5.79607  2.09524  -3.29672  0.12
H  3.81950  -0.29825  -3.71144  0.10
H  5.16579  -0.04631  -4.87705  0.13
H  4.98197  -2.04476  -1.65210  0.09
H  6.28008  -2.51649  -2.87588  0.09
H  4.58202  -2.26299  -3.42327  0.09

Computed properties:
* HOMO: -10.278 eV
* SMILES string: CC[C@@H](I)NC1=[N+](CCCCCCCCOC)[C@](B(C)O)([C@@H](C)CC)[C@@H](P(CC)CC)N1Br
* total charge: +1